No. 1
ORCA calculation (wB97M-V/def2-TZVPD) on a structure of composition C37H92AsF6N9O5.

Last column: Mulliken charge in e.
Positions of all 150 atoms, in Å:
As (5.17915, -10.03500, 12.49943)  2.094
F (5.08857, -10.87547, 10.85197)  -0.541
F (3.45725, -10.60209, 12.79766)  -0.501
F (5.24660, -9.23915, 14.07675)  -0.491
F (6.80962, -9.39837, 12.08893)  -0.498
F (4.50623, -8.51402, 11.72872)  -0.542
F (5.93654, -11.52159, 13.22514)  -0.525
C (3.92824, -16.46121, 10.05229)  -1.083
C (4.78068, -16.56081, 8.80784)  -0.532
N (4.33570, -17.63894, 7.94535)  0.207
C (3.82869, -17.48892, 6.67034)  -0.291
C (3.43963, -18.77784, 6.26439)  -0.300
N (3.84825, -19.67043, 7.22986)  0.111
C (4.45083, -18.94114, 8.24936)  -0.206
C (3.84556, -21.12190, 7.11049)  -0.796
H (2.91356, -16.19524, 9.75598)  0.329
H (4.15497, -15.63441, 10.72541)  0.379
H (3.85166, -17.35667, 10.66904)  0.343
H (5.83654, -16.73651, 9.01374)  0.322
H (4.79407, -15.60490, 8.28424)  0.325
H (3.54344, -16.57039, 6.17908)  0.379
H (3.08857, -19.17780, 5.32461)  0.422
H (4.87946, -19.21394, 9.20238)  0.387
H (3.20926, -21.54831, 6.33499)  0.330
H (3.44074, -21.53979, 8.03222)  0.334
H (4.86921, -21.47587, 6.98826)  0.340
C (13.22433, -6.71326, 14.30519)  -1.171
C (14.60848, -7.34866, 14.18217)  -0.404
N (15.59334, -6.42551, 14.62436)  0.229
C (15.88036, -5.16733, 14.15821)  -0.203
C (17.13398, -4.80373, 14.59813)  -0.529
N (17.61036, -5.84826, 15.41609)  0.134
C (16.59337, -6.77614, 15.50734)  -0.125
C (18.82873, -5.80473, 16.16373)  -0.832
H (13.00665, -6.32503, 15.30017)  0.341
H (12.51514, -7.51058, 14.08283)  0.364
H (13.12099, -5.85704, 13.63862)  0.355
H (14.80581, -7.50719, 13.12196)  0.302
H (14.68672, -8.33802, 14.63287)  0.384
H (15.23467, -4.69321, 13.43384)  0.372
H (17.66075, -3.86539, 14.50624)  0.441
H (16.72805, -7.74195, 15.97154)  0.313
H (18.91524, -5.01823, 16.91342)  0.357
H (19.70482, -5.82114, 15.51544)  0.365
H (18.91871, -6.73092, 16.73134)  0.306
C (10.42046, -14.10993, 15.04130)  -1.041
N (10.81560, -15.05731, 13.92482)  -0.062
C (12.32852, -15.35665, 13.94259)  -0.811
C (10.08846, -16.36777, 14.22964)  -0.878
C (10.32808, -14.47413, 12.57676)  -0.465
C (10.77561, -13.07709, 12.22833)  -0.608
O (12.17683, -12.97074, 11.96211)  -0.476
H (9.34855, -13.91662, 14.99955)  0.410
H (10.96897, -13.19114, 14.83381)  0.374
H (10.70715, -14.62855, 15.95615)  0.420
H (12.91585, -14.45074, 13.79267)  0.340
H (12.65339, -16.14667, 13.26552)  0.372
H (12.54164, -15.72111, 14.94750)  0.403
H (10.44297, -17.14274, 13.55005)  0.399
H (9.00366, -16.28576, 14.16190)  0.374
H (10.30267, -16.74756, 15.22862)  0.401
H (9.24104, -14.39388, 12.57743)  0.421
H (10.74417, -15.13665, 11.81779)  0.378
H (10.41768, -12.45799, 13.05095)  0.275
H (10.12706, -12.65133, 11.46269)  0.454
H (12.27510, -12.24250, 11.34436)  0.322
C (5.73762, -11.65958, 21.17982)  -0.873
N (5.78012, -10.48644, 20.12785)  -0.155
C (4.44650, -10.48883, 19.33169)  -0.849
C (5.95694, -9.14670, 20.87922)  -0.875
C (6.91863, -10.76539, 19.15501)  -0.552
C (8.36528, -10.47091, 19.60922)  -0.588
O (8.65898, -11.40418, 20.56786)  -0.460
H (5.54673, -12.65617, 20.78175)  0.369
H (4.96333, -11.46031, 21.92069)  0.391
H (6.64751, -11.52130, 21.76384)  0.380
H (4.18104, -11.49078, 18.99444)  0.349
H (4.61678, -9.73360, 18.56440)  0.451
H (3.57932, -10.14729, 19.89689)  0.361
H (6.65600, -9.26247, 21.70748)  0.341
H (4.95740, -9.08762, 21.30994)  0.460
H (6.19591, -8.34477, 20.18072)  0.332
H (6.74180, -10.09395, 18.31477)  0.391
H (6.70096, -11.78857, 18.84871)  0.451
H (8.71238, -9.44953, 19.76539)  0.396
H (8.94566, -10.63746, 18.70174)  0.379
H (9.61664, -11.44523, 20.62075)  0.304
C (6.51664, -1.61382, 15.07731)  -0.921
N (5.18356, -2.29366, 15.32013)  0.008
C (5.40980, -3.89677, 15.36156)  -0.937
C (4.70936, -1.73447, 16.70248)  -0.864
C (4.12838, -1.74168, 14.28989)  -0.465
C (4.03489, -2.61977, 13.03139)  -0.570
O (5.35465, -2.61233, 12.36198)  -0.490
H (6.33891, -0.53844, 15.06992)  0.431
H (6.96068, -2.02172, 14.16927)  0.311
H (7.20724, -1.74639, 15.91014)  0.399
H (6.00104, -4.13649, 16.24534)  0.364
H (5.90701, -4.20454, 14.44169)  0.385
H (4.46524, -4.40588, 15.55320)  0.381
H (4.86502, -0.66255, 16.82434)  0.388
H (5.19551, -2.24048, 17.53658)  0.345
H (3.66148, -2.02111, 16.79132)  0.411
H (4.24537, -0.67575, 14.09444)  0.397
H (3.13266, -1.74647, 14.73330)  0.366
H (3.44174, -2.09707, 12.28102)  0.489
H (3.66286, -3.63350, 13.17988)  0.273
H (5.23359, -2.35413, 11.44531)  0.301
C (7.07088, -7.21728, 4.49235)  -0.754
N (6.64313, -7.79360, 5.87481)  -0.046
C (7.50536, -7.02086, 6.90782)  -0.889
C (5.08645, -7.58063, 6.17317)  -0.888
C (7.02373, -9.25665, 6.11561)  -0.554
C (6.14748, -10.27912, 5.39545)  -0.844
O (6.22053, -10.11112, 3.99710)  -0.495
H (7.16357, -6.13137, 4.50997)  0.354
H (6.33836, -7.45907, 3.72225)  0.360
H (7.93876, -7.77151, 4.13499)  0.340
H (7.55482, -5.95103, 6.70503)  0.355
H (8.48575, -7.49607, 6.94119)  0.376
H (7.08577, -7.28961, 7.87726)  0.437
H (4.84599, -6.51872, 6.12198)  0.380
H (4.69472, -8.07189, 7.06385)  0.353
H (4.60127, -8.10291, 5.34860)  0.422
H (6.90951, -9.35194, 7.19541)  0.512
H (8.02694, -9.34476, 5.69860)  0.389
H (5.20754, -10.47639, 5.91091)  0.409
H (6.64361, -11.22514, 5.61222)  0.433
H (7.04265, -10.49966, 3.68926)  0.352
C (-2.12036, -9.88525, 11.15575)  -0.822
N (-2.29218, -8.46440, 10.70661)  -0.067
C (-2.33914, -8.41861, 9.16181)  -0.973
C (-3.62402, -7.92793, 11.25048)  -0.888
C (-1.05657, -7.56144, 11.11654)  -0.573
C (-1.15869, -7.03023, 12.57407)  -0.564
O (-1.09752, -8.00591, 13.51351)  -0.485
H (-1.71688, -9.81605, 12.16596)  0.340
H (-1.33143, -10.31835, 10.54084)  0.367
H (-3.01655, -10.50160, 11.08474)  0.372
H (-2.52514, -7.42334, 8.75814)  0.432
H (-3.20131, -9.02435, 8.88283)  0.430
H (-1.45450, -8.87094, 8.71357)  0.364
H (-3.77470, -8.24297, 12.28302)  0.397
H (-4.47084, -8.31535, 10.68400)  0.380
H (-3.67766, -6.84027, 11.29753)  0.362
H (-1.08332, -6.69554, 10.45503)  0.326
H (-0.14274, -8.10070, 10.86711)  0.466
H (-1.92501, -6.30481, 12.84723)  0.404
H (-0.27872, -6.41516, 12.76233)  0.419
H (-0.79723, -7.54900, 14.30259)  0.316

Summary:
- Kohn-Sham gap: 9.855 eV
- Charge: +6
- M: 932.11 g mol⁻¹
- HOMO: -19.0 eV
- E_tot: -140595.3914 eV

---

No. 2
ORCA calculation (wB97M-V/def2-TZVPD) on a structure of composition C15H29NOsSi2.

Last column: Löwdin spin population.
Positions of all 48 atoms, in Å:
C (0.17946, -1.53258, -3.29689)  0.105
C (-1.16383, -1.65999, -2.82231)  0.143
C (-1.12284, -2.33331, -1.57168)  0.071
C (0.25311, -2.60963, -1.25685)  0.113
C (1.05663, -2.11005, -2.32692)  0.159
Os (-0.06215, -0.52193, -1.39174)  2.292
C (-0.88035, 1.17068, -2.38980)  0.201
C (0.52361, 1.49962, -2.82741)  0.050
C (0.83964, 2.15737, -3.98383)  0.134
N (1.39556, 0.88875, -1.97343)  0.373
H (-1.98745, -2.59797, -0.98080)  0.008
H (-2.06165, -1.30111, -3.31463)  0.009
H (0.62726, -3.10823, -0.37546)  0.013
H (2.13605, -2.16114, -2.38241)  0.016
H (0.47812, -1.07017, -4.23172)  0.004
H (-1.53293, 0.97509, -3.24256)  0.006
H (2.35227, 0.73971, -2.30997)  0.020
H (-1.28553, 1.90827, -1.68792)  0.020
H (0.00850, 2.48440, -4.59780)  0.009
H (1.87574, 2.27859, -4.27439)  0.010
C (2.29998, 1.32264, 1.08781)  0.004
Si (0.43917, 1.58491, 1.06940)  0.028
C (0.03225, 2.13578, 2.85168)  0.008
C (0.08023, 3.18706, 0.14805)  0.004
C (-0.58778, 0.05894, 0.50732)  0.136
Si (-0.70322, -1.25470, 1.90327)  0.019
C (-1.72990, -0.61978, 3.35871)  0.001
C (-1.61244, -2.85299, 1.52508)  0.001
C (1.02273, -1.73028, 2.47973)  0.003
H (2.78911, 2.22882, 1.48075)  0.000
H (2.66335, 1.15406, 0.06515)  0.002
H (2.60089, 0.48073, 1.72436)  0.000
H (0.53765, 3.09388, 3.04790)  0.001
H (-1.04589, 2.29784, 2.97859)  0.000
H (0.37535, 1.41907, 3.60675)  0.000
H (0.43266, 3.16961, -0.88947)  0.000
H (-0.99386, 3.41554, 0.15829)  0.001
H (0.59402, 4.01078, 0.66933)  0.001
H (-1.61508, 0.42851, 0.27532)  0.032
H (-2.74013, -0.36656, 3.00693)  0.000
H (-1.82653, -1.43658, 4.08899)  0.000
H (-1.31683, 0.24969, 3.87667)  0.000
H (-1.07978, -3.49799, 0.81920)  0.000
H (-1.74333, -3.41169, 2.46365)  0.000
H (-2.60800, -2.63005, 1.12045)  0.000
H (1.64547, -2.04970, 1.63240)  0.001
H (1.52770, -0.90756, 3.00330)  0.000
H (0.93298, -2.57637, 3.17889)  0.000

Summary:
- Kohn-Sham gap (alpha / beta): 5.268 / 6.014 eV
- M: 469.81 g mol⁻¹
- Multiplicity: 5
- HOMO (alpha / beta): -4.8 / -7.5 eV
- E_tot: -35733.1723 eV
- <S²>: 6.0197

---

No. 3
ORCA calculation (wB97M-V/def2-TZVPD) on a structure of composition C46H41IrN7S2Sb2.

Last column: Löwdin spin population.
Positions of all 99 atoms, in Å:
Ir (0.30767, 0.25684, 0.70891)  0.102
C (-2.47784, 2.97149, 1.59348)  0.007
Sb (-1.45401, 2.18449, -0.09844)  0.011
C (-0.49078, 3.94483, -0.76969)  0.000
C (-3.16228, 2.00939, -1.42999)  0.004
C (-3.28899, 3.12339, -2.42374)  0.001
C (-3.81501, 4.33283, -1.96106)  0.001
C (-3.95998, 5.42940, -2.79008)  0.000
C (-3.58060, 5.32397, -4.12088)  0.001
C (-3.08458, 4.12352, -4.59766)  0.000
C (-2.93397, 3.00622, -3.77318)  0.001
C (-2.40685, 1.73744, -4.36152)  0.000
Sb (-0.28126, 1.57914, -4.01698)  0.000
C (0.25189, 3.20547, -5.29883)  0.000
C (0.07535, 0.04167, -5.47054)  0.000
H (-2.88464, 3.94210, 1.31152)  0.000
H (-1.79397, 3.09961, 2.43051)  0.006
H (-3.29243, 2.32005, 1.89785)  0.000
H (-1.25964, 4.68914, -0.96839)  0.000
H (0.05684, 3.74606, -1.68962)  0.000
H (0.18765, 4.30938, 0.00024)  0.000
H (-3.97649, 2.09429, -0.70790)  0.000
H (-3.18528, 1.00508, -1.84712)  0.000
H (-4.13461, 4.40478, -0.92582)  0.000
H (-4.38137, 6.34945, -2.40866)  0.000
H (-3.69153, 6.16669, -4.78984)  0.000
H (-2.82279, 4.03527, -5.64523)  0.000
H (-2.53923, 1.72830, -5.44295)  0.000
H (-2.89352, 0.85062, -3.95579)  0.000
H (-0.28703, 3.11985, -6.24182)  0.000
H (1.32207, 3.17650, -5.49957)  0.000
H (0.00675, 4.15644, -4.82935)  0.000
H (-0.48218, 0.26544, -6.37911)  0.000
H (-0.23730, -0.93084, -5.09290)  0.000
H (1.13727, 0.00296, -5.71302)  0.000
N (0.17337, -8.88211, 5.46844)  0.000
C (0.18526, -7.85323, 4.95962)  0.000
C (0.20014, -6.56393, 4.32217)  0.000
C (-0.02809, -5.41567, 5.07654)  0.000
C (-0.01341, -4.17700, 4.45936)  0.000
C (0.23971, -4.07781, 3.09477)  0.000
C (0.46670, -5.22700, 2.34526)  0.000
C (0.44232, -6.47018, 2.95420)  0.000
C (0.27591, -2.73889, 2.44151)  0.000
C (-0.93672, -2.04591, 2.34424)  0.001
C (-2.19938, -2.55789, 2.72512)  0.000
C (-3.14800, -1.63324, 2.35011)  0.001
C (-2.44554, -0.58449, 1.74462)  0.000
N (-1.12501, -0.79938, 1.73965)  0.001
C (1.51991, -2.27143, 2.03633)  0.002
C (2.77829, -2.87418, 2.29690)  0.000
C (3.74620, -2.00035, 1.86291)  0.001
C (3.06557, -0.88531, 1.34222)  0.001
N (1.74368, -1.03704, 1.42980)  0.003
H (-0.21941, -5.50080, 6.13725)  0.000
H (-0.20585, -3.28283, 5.03905)  0.000
H (0.66053, -5.14936, 1.28266)  0.000
H (0.61128, -7.36898, 2.37756)  0.000
H (-2.36383, -3.50865, 3.20459)  0.000
H (-4.21628, -1.69143, 2.47414)  0.000
H (-2.88126, 0.28708, 1.28971)  0.000
H (2.92192, -3.82888, 2.77570)  0.000
H (4.81547, -2.11877, 1.91600)  0.000
H (3.50705, 0.01420, 0.94113)  0.001
S (4.21410, -2.38800, -5.06165)  0.000
N (2.88330, -2.96225, -4.36319)  0.000
C (2.52775, -2.08355, -3.43992)  0.000
C (1.36659, -2.18745, -2.57990)  0.000
C (0.44393, -3.23495, -2.63761)  0.001
C (-0.64661, -3.20496, -1.79854)  0.000
C (-0.78926, -2.15335, -0.89810)  0.000
N (0.09587, -1.16517, -0.82301)  -0.001
C (1.16074, -1.16547, -1.65717)  0.000
C (2.05885, -0.02032, -1.57103)  0.000
N (1.75713, 0.92975, -0.65362)  0.004
C (2.49851, 2.03216, -0.60342)  0.005
C (3.59778, 2.23200, -1.43082)  0.001
C (3.94364, 1.25523, -2.33798)  0.000
C (3.15380, 0.10737, -2.42391)  0.001
C (3.39364, -0.96763, -3.36577)  0.000
N (4.39104, -1.01933, -4.23447)  0.000
H (0.59503, -4.03842, -3.34678)  0.000
H (-1.39532, -3.98386, -1.82075)  0.000
H (-1.63351, -2.10576, -0.22400)  0.000
H (2.20387, 2.78448, 0.11519)  0.003
H (4.16718, 3.14605, -1.34252)  0.000
H (4.80095, 1.36194, -2.98989)  0.000
S (0.83930, 1.91593, 2.20207)  0.457
C (0.94111, 1.58321, 3.87332)  0.079
C (1.39581, 2.65874, 4.67210)  0.089
C (1.54051, 2.49023, 6.02957)  -0.004
C (1.24378, 1.25756, 6.60964)  0.132
C (0.78933, 0.19409, 5.82833)  0.001
C (0.62983, 0.34840, 4.47023)  0.080
H (1.62836, 3.60710, 4.20489)  0.002
H (1.88620, 3.31023, 6.64329)  -0.002
H (1.36568, 1.12474, 7.67631)  0.006
H (0.56404, -0.75527, 6.29487)  -0.002
H (0.26919, -0.46129, 3.85986)  0.003

Summary:
- Kohn-Sham gap (alpha / beta): 6.700 / 4.877 eV
- Charge: +2
- M: 1191.75 g mol⁻¹
- Multiplicity: 2
- HOMO (alpha / beta): -12.7 / -12.7 eV
- E_tot: -96371.3569 eV
- <S²>: 0.7726

---

No. 4
ORCA calculation (wB97M-V/def2-TZVPD) on a structure of composition C5H8O.

Last column: Mulliken charge in e.
Positions of all 14 atoms, in Å:
C (1.60431, 0.41747, -0.02545)  -1.308
C (0.16289, 0.61820, -0.42433)  0.017
C (-0.82926, -0.50883, -0.70284)  0.051
C (-0.69370, -1.23946, 0.56967)  -0.777
C (-0.89340, 0.71954, 0.63625)  -0.187
O (-1.96125, 0.54430, -0.19959)  -0.466
H (1.73033, -0.34694, 0.74370)  0.289
H (2.19040, 0.14355, -0.90116)  0.336
H (2.00946, 1.35292, 0.37758)  0.337
H (0.03934, 1.41501, -1.15537)  0.419
H (-1.18609, -0.95979, -1.62189)  0.479
H (0.28204, -1.68667, 0.82115)  0.175
H (-1.50422, -1.96996, 0.70694)  0.281
H (-0.92523, 1.53563, 1.37875)  0.355

Summary:
- Kohn-Sham gap: 9.754 eV
- M: 84.12 g mol⁻¹
- HOMO: -8.7 eV
- E_tot: -7357.7591 eV